[1]
ORCA calculation (ωB97M-V with the def2-TZVPD basis set) on a 9-piece molecular cluster, H18O9 overall.

Calculated values
multiplicity = 1
SMILES string = O.O.O.O.O.O.O.O.O

Last columns: bonded neighbours and bond lengths (Å).
Element x y z (Å)
1 H -0.54 -0.79 0.19  O19 1.017
2 H -0.35 -1.28 -1.20  O19 0.902
3 H 0.62 -2.92 3.32  O20 1.023
4 H -0.74 -3.30 2.58  O20 0.947
5 H -2.30 -0.85 -3.34  O21 0.926
6 H -2.09 0.20 -4.30  O21 0.982
7 H 3.87 -2.36 -0.07  O22 0.964
8 H 4.91 -1.28 -0.13  O22 0.918
9 H 0.59 0.38 -4.90  O23 0.924
10 H 0.98 -0.65 -3.87  O23 1.014
11 H -0.84 3.05 1.18  O24 0.952
12 H 0.41 3.35 1.74  O24 1.008
13 H 1.79 -0.50 3.56  O25 0.995
14 H 0.89 0.66 4.11  O25 0.942
15 H -1.83 1.01 0.89  O26 1.015
16 H -0.63 0.52 1.83  O26 0.945
17 H -1.65 1.84 -0.89  O27 1.007
18 H -3.14 2.36 -0.46  O27 0.931
19 O -0.63 -0.53 -0.79  H1 1.017, H2 0.902
20 O 0.20 -3.45 2.55  H3 1.023, H4 0.947
21 O -1.82 -0.06 -3.39  H5 0.926, H6 0.982
22 O 4.82 -2.19 -0.13  H7 0.964, H8 0.918
23 O 0.27 0.05 -4.09  H9 0.924, H10 1.014
24 O -0.25 3.79 1.13  H11 0.952, H12 1.008
25 O 1.16 0.24 3.32  H13 0.995, H14 0.942
26 O -1.47 0.26 1.47  H15 1.015, H16 0.945
27 O -2.23 2.44 -0.32  H17 1.007, H18 0.931

Quick look at the natural (NBO) charges, all values in e: H 0.489; H 0.452; H 0.469; H 0.477; H 0.452; H 0.455; H 0.469; H 0.464; H 0.453; H 0.462; H 0.468; H 0.449; H 0.481; H 0.478; H 0.497; H 0.477; H 0.524; H 0.487; O -0.957; O -0.946; O -0.905; O -0.934; O -0.917; O -0.920; O -0.957; O -0.986; O -0.983

[2]
ORCA calculation (ωB97M-V with the def2-TZVPD basis set) on a 9-piece molecular cluster, H18O9 overall.

Calculated values
multiplicity = 1
SMILES string = O.O.O.O.O.O.O.O.O

Last columns: bonded neighbours and bond lengths (Å).
Element x y z (Å)
1 O 0.06 2.12 -0.93  H2 0.955, H3 0.979
2 H 0.01 1.18 -1.07  O1 0.955
3 H 1.01 2.35 -1.01  O1 0.979
4 O -0.31 -2.26 -1.59  H5 0.977, H6 1.025
5 H 0.02 -3.09 -1.99  O4 0.977
6 H -0.28 -1.50 -2.28  O4 1.025
7 O 1.41 0.87 2.19  H8 0.959, H9 0.970
8 H 2.25 1.33 2.11  O7 0.959
9 H 0.69 1.52 2.13  O7 0.970
10 O -3.00 1.56 0.70  H11 0.949, H12 0.940
11 H -2.52 2.37 0.63  O10 0.949
12 H -2.41 0.91 1.04  O10 0.940
13 O -3.11 -2.07 -2.31  H14 0.973, H15 0.950
14 H -3.50 -2.81 -2.80  O13 0.973
15 H -2.20 -2.24 -2.10  O13 0.950
16 O -0.37 2.76 1.73  H17 0.961, H18 0.979
17 H 0.27 3.46 1.89  O16 0.961
18 H -0.26 2.55 0.78  O16 0.979
19 O -0.76 -0.37 0.48  H20 0.924, H21 0.962
20 H -0.12 -0.20 1.12  O19 0.924
21 H -0.59 -1.22 0.05  O19 0.962
22 O 2.75 -1.64 1.83  H23 0.963, H24 0.950
23 H 2.28 -1.00 2.37  O22 0.963
24 H 2.52 -1.29 0.97  O22 0.950
25 O 2.16 -0.88 -0.98  H26 0.961, H27 1.008
26 H 2.49 -0.78 -1.87  O25 0.961
27 H 1.50 -1.63 -1.09  O25 1.008

Quick look at the natural (NBO) charges, all values in e: O -0.952; H 0.503; H 0.477; O -0.981; H 0.504; H 0.506; O -1.012; H 0.476; H 0.496; O -0.949; H 0.465; H 0.482; O -0.954; H 0.471; H 0.473; O -0.961; H 0.472; H 0.505; O -0.984; H 0.488; H 0.490; O -0.961; H 0.479; H 0.473; O -0.967; H 0.472; H 0.487

[3]
ORCA calculation (ωB97M-V with the def2-TZVPD basis set) on a 9-piece molecular cluster, H18O9 overall.

Calculated values
multiplicity = 1
SMILES string = O.O.O.O.O.O.O.O.O

Last columns: bonded neighbours and bond lengths (Å).
Element x y z (Å)
1 H -1.15 1.72 0.07  O19 0.964
2 H -0.17 0.58 0.25  O19 0.964
3 H 2.38 3.47 0.36  O20 0.964
4 H 3.79 2.98 0.67  O20 0.964
5 H -0.52 -3.24 1.03  O21 0.964
6 H 0.85 -3.42 0.40  O21 0.964
7 H -2.98 3.12 -0.73  O22 0.964
8 H -3.81 4.37 -0.52  O22 0.964
9 H -1.85 -1.42 -1.81  O23 0.964
10 H -0.80 -0.39 -2.22  O23 0.964
11 H -2.22 -3.16 -1.23  O24 0.964
12 H -1.98 -2.01 -0.27  O24 0.964
13 H -0.98 -0.57 3.20  O25 0.964
14 H -2.40 -0.42 2.67  O25 0.964
15 H 3.39 -0.75 1.57  O26 0.964
16 H 3.56 -2.01 0.72  O26 0.964
17 H 3.19 0.38 -1.92  O27 0.964
18 H 1.79 0.95 -2.02  O27 0.964
19 O -0.72 1.02 -0.42  H1 0.964, H2 0.964
20 O 3.21 3.24 -0.06  H3 0.964, H4 0.964
21 O -0.06 -3.22 0.18  H5 0.964, H6 0.964
22 O -3.57 3.54 -0.10  H7 0.964, H8 0.964
23 O -0.90 -1.24 -1.78  H9 0.964, H10 0.964
24 O -2.68 -2.48 -0.72  H11 0.964, H12 0.964
25 O -1.71 0.05 3.15  H13 0.964, H14 0.964
26 O 4.06 -1.30 1.15  H15 0.964, H16 0.964
27 O 2.29 0.22 -1.64  H17 0.964, H18 0.964

Quick look at the natural (NBO) charges, all values in e: H 0.468; H 0.482; H 0.468; H 0.469; H 0.463; H 0.471; H 0.465; H 0.471; H 0.474; H 0.472; H 0.484; H 0.490; H 0.462; H 0.473; H 0.467; H 0.467; H 0.471; H 0.472; O -0.951; O -0.936; O -0.933; O -0.935; O -0.970; O -0.951; O -0.935; O -0.933; O -0.943

[4]
ORCA calculation (ωB97M-V with the def2-TZVPD basis set) on a 9-piece molecular cluster, H18O9 overall.

Calculated values
multiplicity = 1
SMILES string = O.O.O.O.O.O.O.O.O

Last columns: bonded neighbours and bond lengths (Å).
Element x y z (Å)
1 H -1.18 1.51 0.59  O19 0.964
2 H 0.16 2.14 0.26  O19 0.964
3 H -5.62 -1.90 -0.04  O20 0.964
4 H -4.80 -0.81 -0.70  O20 0.964
5 H 1.73 -1.08 -2.43  O21 0.964
6 H 2.70 -0.51 -1.40  O21 0.964
7 H -4.06 -0.10 1.24  O22 0.964
8 H -4.97 0.70 2.16  O22 0.964
9 H -1.84 5.19 -1.16  O23 0.964
10 H -0.36 4.95 -1.41  O23 0.964
11 H 1.94 -2.23 -0.66  O24 0.964
12 H 1.47 -3.56 -1.23  O24 0.964
13 H -0.37 -3.53 0.92  O25 0.964
14 H -1.39 -3.49 -0.21  O25 0.964
15 H 4.22 -0.09 2.22  O26 0.964
16 H 4.45 1.41 2.21  O26 0.964
17 H 4.70 0.40 -0.56  O27 0.964
18 H 3.82 0.19 0.66  O27 0.964
19 O -0.25 1.29 0.44  H1 0.964, H2 0.964
20 O -5.61 -1.32 -0.81  H3 0.964, H4 0.964
21 O 2.02 -0.25 -2.03  H5 0.964, H6 0.964
22 O -4.04 0.58 1.92  H7 0.964, H8 0.964
23 O -0.99 5.65 -1.23  H9 0.964, H10 0.964
24 O 1.15 -2.76 -0.80  H11 0.964, H12 0.964
25 O -0.55 -3.10 0.07  H13 0.964, H14 0.964
26 O 3.76 0.75 2.29  H15 0.964, H16 0.964
27 O 3.88 -0.01 -0.28  H17 0.964, H18 0.964

Quick look at the natural (NBO) charges, all values in e: H 0.464; H 0.462; H 0.466; H 0.462; H 0.462; H 0.475; H 0.458; H 0.472; H 0.468; H 0.468; H 0.453; H 0.456; H 0.460; H 0.448; H 0.469; H 0.477; H 0.473; H 0.478; O -0.926; O -0.927; O -0.961; O -0.931; O -0.936; O -0.912; O -0.906; O -0.907; O -0.967

| no. | energy (eV) |
| --- | --- |
| 1 | -18717.7026 |
| 2 | -18719.8615 |
| 3 | -18718.7693 |
| 4 | -18717.1522 |